DFT (the ωB97M-V functional and the def2-TZVPD basis) results for a 7-piece molecular cluster, C40H91N3O9PS2 overall.

```
146
Properties=species:S:1:pos:R:3:forces:R:3:mulliken_charge:R:1
C 3.522 2.777 -0.662 0.172 0.533 -0.046 0.039
C 2.514 3.726 -1.313 0.009 -0.076 0.307 -1.051
C 1.452 3.026 -2.141 -0.231 0.057 -0.268 0.432
N 0.423 2.408 -1.307 0.061 -0.076 0.240 0.052
C 0.457 0.947 -1.082 -0.063 0.102 0.039 0.309
C 0.241 0.707 0.428 0.029 0.306 0.111 -0.443
C -1.158 0.900 1.010 0.163 -0.095 0.180 -0.916
C -1.298 0.196 2.369 0.297 0.310 0.109 -0.703
S -2.409 -1.246 2.316 -0.549 -0.099 -0.344 -0.279
C -1.321 -2.507 2.929 -0.177 -0.255 0.071 -0.157
S -0.953 -2.646 4.493 0.335 0.133 0.236 -0.153
N -0.841 -3.389 1.966 0.353 0.099 -0.153 0.487
C 0.472 -3.822 1.826 0.051 -0.026 0.547 -0.343
C 0.462 -4.692 0.802 0.403 -0.318 -0.087 -0.785
N -0.810 -4.851 0.300 -0.258 -0.063 -0.103 -0.662
C -1.555 -4.047 0.988 -0.231 0.214 -0.193 -0.148
O 1.693 0.406 -1.411 0.078 0.156 0.014 0.403
P 1.642 -1.300 -1.804 0.286 0.031 0.098 0.007
O 1.869 -0.835 -3.495 -0.077 0.002 0.021 -0.284
C 1.540 -1.784 -4.462 0.087 0.000 0.009 -0.119
C 1.771 -1.202 -5.850 0.033 -0.323 -0.127 -1.410
C 3.526 -1.422 -1.545 -0.107 -0.160 -0.170 0.097
C 3.931 -2.880 -1.772 0.290 0.055 0.036 -1.560
C 3.992 -0.976 -0.154 -0.137 -0.332 0.117 -0.084
C 5.369 -0.316 -0.110 0.075 -0.029 -0.090 -0.684
C 5.572 0.586 1.099 -0.009 -0.013 -0.094 -1.066
O -0.112 -1.133 -1.924 -0.011 -0.179 -0.043 -0.788
C -0.552 0.192 -1.961 0.131 -0.078 -0.417 0.126
C -0.663 0.734 -3.389 -0.239 0.097 -0.072 0.045
C -1.567 -0.101 -4.323 -0.109 0.259 -0.014 -0.463
C -2.592 -1.012 -3.655 0.112 -0.122 -0.130 -1.419
H 4.482 3.288 -0.549 0.099 -0.047 0.041 0.603
H 3.203 2.528 0.344 -0.090 -0.327 0.015 -0.486
H 3.673 1.872 -1.245 -0.066 -0.050 0.016 -0.209
H 1.973 4.256 -0.525 0.046 0.164 0.023 0.214
H 3.030 4.493 -1.896 0.017 -0.108 -0.254 0.453
H 0.952 3.780 -2.757 -0.064 0.011 -0.069 -0.373
H 1.903 2.302 -2.825 0.070 -0.044 0.018 0.085
H -0.489 2.649 -1.662 -0.020 0.014 -0.076 0.458
H 0.633 -0.275 0.690 -0.128 -0.193 -0.137 -0.062
H 0.888 1.456 0.894 0.203 -0.163 0.124 -0.574
H -1.914 0.510 0.335 -0.150 0.097 -0.048 0.281
H -1.337 1.963 1.176 -0.177 0.075 -0.206 0.299
H -0.327 -0.162 2.706 0.025 -0.041 0.072 0.491
H -1.681 0.855 3.145 -0.076 0.027 0.026 0.664
H 1.274 -3.466 2.446 -0.073 0.119 0.052 0.529
H 1.321 -5.216 0.419 -0.062 -0.025 -0.149 0.655
H -2.615 -3.891 0.864 0.012 0.024 -0.004 0.441
H 1.483 -2.667 -2.200 -0.066 0.043 -0.074 0.319
H 1.497 -1.698 -0.414 -0.100 0.077 0.017 -0.183
H 2.155 -2.691 -4.360 0.022 -0.026 0.073 0.459
H 0.494 -2.103 -4.361 -0.009 -0.101 0.051 0.244
H 0.904 -0.660 -6.225 0.027 0.242 0.070 0.253
H 1.976 -2.008 -6.559 -0.046 -0.011 -0.069 0.376
H 2.642 -0.549 -5.834 0.003 0.110 0.016 0.247
H 4.015 -0.822 -2.315 -0.065 0.210 0.045 0.414
H 4.069 -3.114 -2.829 -0.159 -0.055 -0.058 0.320
H 4.875 -3.106 -1.265 0.092 -0.021 -0.037 0.429
H 3.177 -3.557 -1.362 -0.039 -0.090 0.046 0.221
H 3.246 -0.340 0.328 0.008 0.170 -0.133 -0.367
H 4.052 -1.889 0.450 -0.143 0.065 0.281 0.638
H 6.141 -1.091 -0.098 0.061 -0.036 -0.160 0.422
H 5.520 0.260 -1.026 0.019 0.089 -0.006 0.367
H 4.876 1.421 1.067 -0.041 0.001 0.124 0.000
H 6.584 0.994 1.118 0.076 0.003 0.074 0.437
H 5.402 0.035 2.025 0.008 -0.004 0.089 0.364
H -1.560 0.281 -1.542 -0.032 -0.282 0.187 0.395
H -1.089 1.736 -3.354 -0.045 0.111 0.090 0.588
H 0.323 0.831 -3.835 0.099 -0.041 0.055 -0.193
H -0.955 -0.678 -5.012 0.017 -0.174 0.043 -0.003
H -2.125 0.602 -4.950 0.071 0.046 -0.115 0.281
H -2.105 -1.836 -3.140 0.028 0.031 0.156 0.165
H -3.201 -0.462 -2.937 -0.087 -0.002 0.053 0.263
H -3.258 -1.436 -4.408 -0.090 0.016 -0.020 0.531
C 1.489 -2.263 9.474 0.033 0.079 -0.008 -1.264
C 0.199 -1.744 8.857 0.061 -0.128 -0.029 0.397
C -0.682 -2.879 8.360 -0.066 0.058 -0.076 -1.043
O 0.475 -0.818 7.810 0.017 0.026 0.048 -0.499
H 2.067 -2.813 8.727 -0.013 -0.033 0.008 0.307
H 2.101 -1.435 9.832 -0.008 0.004 0.001 0.315
H 1.287 -2.935 10.310 -0.012 -0.009 -0.004 0.376
H -0.347 -1.159 9.601 -0.013 0.014 0.003 0.244
H -0.162 -3.448 7.584 0.019 -0.030 0.026 0.222
H -1.602 -2.488 7.925 0.000 0.011 0.008 0.236
H -0.941 -3.565 9.169 0.016 -0.001 0.008 0.403
H 0.943 -1.286 7.109 -0.049 0.019 -0.021 0.312
C -1.790 5.976 -5.745 -0.087 0.021 0.011 -1.312
C -0.909 4.793 -5.375 -0.012 -0.031 -0.154 0.656
C -0.119 4.274 -6.566 0.028 -0.050 0.031 -1.282
O -1.700 3.751 -4.812 -0.105 0.093 0.097 -0.395
H -2.515 5.662 -6.501 0.021 0.057 -0.045 0.217
H -2.338 6.327 -4.869 0.021 0.005 0.008 0.325
H -1.213 6.809 -6.149 0.046 -0.025 0.008 0.411
H -0.216 5.083 -4.583 -0.013 -0.036 0.050 0.171
H -0.803 3.936 -7.349 -0.004 0.033 -0.017 0.305
H 0.499 3.428 -6.267 0.001 0.004 0.013 0.271
H 0.525 5.050 -6.984 -0.005 0.009 0.001 0.406
H -2.320 3.445 -5.485 0.061 -0.041 -0.023 0.254
C -4.709 0.621 5.610 -0.012 0.059 -0.064 -1.082
C -5.750 -0.289 4.975 0.059 -0.025 0.067 0.412
C -5.510 -1.747 5.342 -0.038 -0.028 -0.068 -1.004
O -5.768 -0.123 3.560 0.047 -0.016 0.160 -0.567
H -3.711 0.351 5.251 0.010 -0.032 0.031 0.179
H -4.897 1.661 5.341 -0.008 -0.002 0.001 0.308
H -4.714 0.534 6.697 0.002 -0.014 0.004 0.378
H -6.747 0.011 5.306 -0.013 0.004 -0.002 0.257
H -4.529 -2.065 4.977 0.020 0.013 0.034 0.119
H -6.266 -2.385 4.884 -0.007 0.006 0.003 0.302
H -5.536 -1.893 6.424 0.007 0.011 0.006 0.374
H -4.891 -0.385 3.253 0.045 -0.035 -0.190 0.318
C 1.829 5.048 3.255 0.033 0.008 -0.082 -1.408
C 2.083 3.549 3.266 -0.025 0.061 0.092 1.164
C 1.986 2.966 4.667 0.036 -0.066 -0.038 -1.558
O 3.343 3.248 2.677 0.021 -0.013 0.030 -0.432
H 2.580 5.562 3.865 -0.021 0.000 0.032 0.352
H 1.895 5.435 2.238 -0.008 -0.013 -0.005 0.335
H 0.843 5.287 3.657 -0.003 -0.009 0.010 0.368
H 1.355 3.057 2.617 0.003 -0.006 -0.029 -0.165
H 2.741 3.419 5.317 -0.023 0.024 0.015 0.407
H 2.162 1.891 4.644 -0.008 -0.003 -0.009 0.348
H 1.004 3.149 5.107 -0.004 0.007 -0.001 0.368
H 4.036 3.659 3.206 -0.026 -0.011 0.009 0.276
C -6.216 6.077 -7.555 0.080 0.009 -0.021 -1.288
C -5.957 4.584 -7.424 -0.107 0.044 0.072 0.329
C -7.039 3.889 -6.613 0.052 -0.061 0.008 -1.283
O -4.670 4.345 -6.857 0.051 -0.001 0.023 -0.453
H -6.224 6.544 -6.566 -0.037 -0.002 0.005 0.325
H -5.432 6.551 -8.145 0.000 -0.009 -0.005 0.324
H -7.179 6.271 -8.030 -0.010 -0.009 0.006 0.407
H -5.907 4.136 -8.418 0.020 -0.012 -0.010 0.238
H -7.070 4.297 -5.599 -0.026 0.025 -0.006 0.337
H -6.835 2.821 -6.539 0.004 0.000 -0.008 0.321
H -8.022 4.027 -7.065 -0.001 0.014 -0.004 0.396
H -4.662 4.721 -5.969 0.017 -0.027 -0.004 0.314
C 3.663 -8.704 3.049 0.047 0.065 -0.002 -1.395
C 2.591 -7.770 2.506 -0.071 -0.145 -0.046 0.506
C 1.425 -8.534 1.896 -0.028 0.069 -0.027 -1.207
O 3.141 -6.860 1.562 0.088 0.083 0.010 -0.479
H 4.073 -9.315 2.240 -0.023 -0.030 0.005 0.359
H 4.480 -8.131 3.487 -0.008 0.006 0.002 0.320
H 3.257 -9.373 3.810 -0.012 -0.001 -0.007 0.378
H 2.219 -7.136 3.313 0.003 0.023 0.001 0.237
H 1.773 -9.140 1.054 0.006 -0.033 0.019 0.342
H 0.671 -7.841 1.524 -0.001 0.005 0.009 0.268
H 0.961 -9.200 2.626 0.011 -0.003 0.003 0.372
H 3.480 -7.362 0.812 -0.023 0.012 0.008 0.320
```
Forces are in eV/Å.

As for the net charge: -1. Its HOMO-LUMO gap is 5.80 eV. As for the lowest unoccupied orbital energy: 1.12 eV. As for the spin multiplicity: 1. As for the calculated total energy: -96813.5750 eV.